Below is a 2-piece molecular cluster, C10H15BrF2N3O3 overall, with properties calculated with ωB97M-V/def2-TZVPD.

Geometry as XYZ:
```
34
Properties=species:S:1:pos:R:3:forces:R:3
C 1.604 0.388 -0.688 0.209 0.034 -0.259
C 0.944 -0.557 -1.670 0.112 0.168 -0.256
F 1.838 -1.038 -2.608 -0.209 0.124 0.234
N 0.370 -1.743 -1.026 -0.033 0.090 -0.110
N 1.015 -2.343 0.008 -0.110 0.010 0.015
C 0.291 -3.379 0.280 0.244 -0.021 0.146
N -0.775 -3.452 -0.566 -0.333 -0.087 -0.264
C -0.720 -2.400 -1.399 0.119 -0.235 0.282
C -1.707 -2.040 -2.456 0.056 0.073 0.059
C -2.648 -0.910 -1.981 0.123 -0.042 0.316
C -3.775 -1.426 -1.080 0.011 0.038 -0.196
Br -3.318 -1.245 0.800 0.060 -0.071 0.085
H 1.367 0.154 0.346 -0.055 0.028 -0.043
H 1.311 1.415 -0.905 0.014 -0.102 0.064
H 2.686 0.324 -0.816 -0.103 -0.041 0.105
H 0.131 -0.083 -2.228 0.065 -0.117 0.101
H 0.497 -4.094 1.062 -0.013 0.058 -0.082
H -1.496 -4.158 -0.558 -0.019 0.049 0.006
H -2.281 -2.939 -2.696 0.055 0.086 -0.084
H -1.167 -1.748 -3.360 0.001 -0.022 0.102
H -2.061 -0.189 -1.405 -0.118 0.097 -0.189
H -3.048 -0.368 -2.837 -0.070 -0.222 -0.070
H -4.703 -0.881 -1.234 0.103 0.002 0.096
H -3.966 -2.488 -1.230 -0.093 0.108 -0.074
C 2.244 4.230 3.461 0.015 0.041 -0.001
C 1.058 3.349 3.119 0.037 -0.082 -0.059
O 1.432 2.800 1.865 -0.002 -0.157 0.135
C 2.792 2.846 1.761 0.000 0.165 0.056
O 3.414 2.305 0.911 -0.026 -0.083 -0.089
O 3.310 3.577 2.762 0.016 0.076 0.021
F -0.090 4.046 2.971 0.014 0.076 -0.061
H 2.103 5.233 3.055 -0.055 0.005 0.011
H 2.469 4.281 4.521 0.074 -0.081 -0.015
H 0.881 2.534 3.824 -0.087 0.033 0.017
```
Forces are in eV/Å.

HOMO = -13.6688 eV
E_LUMO = -3.13 eV
2S+1 = 1
Kohn-Sham gap = 10.54 eV
E = -96697.631 eV
total charge = +1